9
Properties=species:S:1:pos:R:3 method="wB97M-V/def2-TZVPD" e_tot_ha=-548.41498 lumo_ha=0.143 charge=-1 gap_ev=8.66 e_above_lowest_kcal_mol=13.2
H 2.52 -0.50 0.96
H 1.52 -1.17 -0.97
N -1.23 1.06 0.56
Si 1.52 -0.04 0.03
N -2.45 0.64 0.29
N -1.13 -0.91 -0.39
C -0.40 0.11 0.14
N -2.35 -0.54 -0.33
H 1.99 1.36 -0.29